Computed, not measured: an isolated molecule of C5H8O2, with ωB97M-V/def2-TZVPD.

Atoms and positions in Å:
O1 -0.620605 -1.643805 -0.904672
O2 1.837287 -0.787935 -0.751995
C1 1.020466 -0.249521 0.258770
C2 -0.848530 1.273585 0.220281
C3 -0.342689 -1.002123 0.347267
C4 -1.362997 0.084976 0.528262
C5 0.643399 1.232639 0.021248
H1 1.237465 -1.353240 -1.269703
H2 -2.403750 -0.143255 0.738298
H3 -1.039273 -0.953432 -1.420340
H4 -1.401912 2.203282 0.127271
H5 0.940243 1.559609 -0.982208
H6 -0.346551 -1.771523 1.126164
H7 1.140490 1.893473 0.743892
H8 1.546950 -0.342728 1.217469

Atoms 1-3, force components in eV/Å:
0.126 -0.374 0.291
-0.120 -0.132 0.001
-0.117 0.149 0.239

The calculation puts the HOMO energy at -0.3650 Ha. For the HOMO-LUMO gap, the calculation gives 10.85 eV. The strongest force on any atom is 0.010 Eh/bohr. As for the SMILES: O[C@@H]1C=CC[C@@H]1O. For the LUMO energy, the calculation gives 0.9 eV.